DFT (ωB97M-V/def2-TZVPD) results for a cluster of 2 separate species, C2H6IN3 in total.

```
12
Properties=species:S:1:pos:R:3:forces:R:3
C -1.37587 -0.66258 -0.09471 2.18 2.31 -1.57
C 0.05075 0.55823 -0.99189 -2.15 -1.46 1.32
N -0.90560 -1.69141 0.37313 0.38 -0.79 0.39
N 1.36584 1.01928 0.88606 0.05 -0.01 0.15
N 1.24928 0.37599 -0.36367 0.35 -0.27 0.03
I -3.39534 0.05990 -0.14134 -0.18 -0.12 0.06
H 0.00085 0.16052 -1.99380 -0.04 -0.08 -0.10
H -0.39290 1.52876 -0.83284 0.00 0.13 -0.06
H -1.46900 -2.40415 0.82878 -0.28 0.19 -0.03
H 2.35024 1.16159 1.09507 -0.27 -0.05 -0.08
H 0.93240 0.47845 1.63464 0.09 -0.06 -0.19
H 1.58934 -0.58459 -0.39940 -0.12 0.21 0.08
```
Positions in Å, forces in eV/Å.

The value obtained for the gap between HOMO and LUMO is 8.58 eV.

DFT (ωB97M-V/def2-TZVPD) results for a structure of composition C41H58N8O2PbS2.

```
112
Properties=species:S:1:pos:R:3:forces:R:3
Pb -0.11670 0.11610 0.37540 -0.06 0.00 -0.29
C -4.39630 1.75960 3.94930 0.54 -0.05 0.00
S -2.67860 2.12740 4.44190 -0.22 0.20 0.19
C -1.85090 1.16930 3.18880 -0.17 -0.37 -0.46
S -2.03340 1.65030 1.55760 -0.25 0.48 -0.22
N -1.26120 0.12050 3.64230 -0.41 -0.04 1.99
N -0.57060 -0.67270 2.83600 0.54 -0.95 -0.79
C -0.60590 -1.93920 3.05650 -0.67 1.12 0.60
C 0.07080 -2.87010 2.18950 0.51 -0.98 -0.61
C -0.00860 -4.24960 2.42600 -0.08 0.45 0.06
C 0.61370 -5.11790 1.55140 0.17 0.10 -0.21
C 1.31330 -4.59450 0.47210 -0.14 -0.09 0.18
C 1.33900 -3.21670 0.31310 0.10 -0.27 -0.16
N 0.73410 -2.38240 1.13360 0.00 -0.10 0.54
H -5.04730 2.42630 4.50540 -0.03 0.06 0.03
H -4.48660 1.93110 2.88060 -0.16 0.03 -0.01
H -4.61240 0.72380 4.20050 -0.13 0.00 -0.05
H -1.19450 -2.34460 3.88000 -0.03 0.10 0.03
H -0.56390 -4.61960 3.27560 -0.04 0.00 0.06
H 0.55450 -6.18610 1.70270 0.00 -0.05 0.02
H 1.81490 -5.23800 -0.23140 0.07 -0.05 -0.11
H 1.86560 -2.75930 -0.51320 0.08 0.03 -0.17
C 0.97800 2.32170 -6.84350 -0.07 0.15 0.05
C 0.24250 3.40910 -6.04760 -0.08 -0.03 -0.22
C 0.87680 4.76280 -6.38320 -0.09 -0.21 0.08
C -1.22400 3.45790 -6.49230 0.14 0.00 0.07
C 0.33920 3.06080 -4.56720 -0.28 -0.44 -0.07
C -0.23060 1.91950 -4.07470 0.02 0.18 -0.40
C -0.10280 1.52680 -2.71490 0.14 -0.01 -0.07
N -0.57060 0.41470 -2.16030 -0.22 0.26 0.17
C -1.10590 -0.67880 -2.70910 -0.12 -0.11 0.01
C -0.98920 -1.11190 -4.05230 -0.06 -0.25 -0.35
C -1.64610 -2.22090 -4.51870 0.30 0.43 -0.13
C -2.46970 -2.94120 -3.62340 -0.05 0.06 0.51
C -2.56010 -2.65120 -2.29220 -0.12 -0.48 -0.11
C -1.83750 -1.52320 -1.76890 0.06 0.17 0.15
O -1.86630 -1.25190 -0.53510 0.01 0.16 -0.17
C -3.35980 -3.51090 -1.32310 -0.12 -0.06 0.16
C -4.07730 -4.67460 -2.01400 0.18 0.26 0.09
C -4.40910 -2.64040 -0.61750 0.11 0.00 0.00
C -2.40550 -4.10420 -0.27550 -0.02 0.10 -0.05
C -1.47310 -2.67940 -5.96190 0.06 -0.01 -0.22
C -0.00890 -3.07320 -6.19870 -0.17 0.05 0.01
C -2.34660 -3.89030 -6.30530 0.12 0.19 0.07
C -1.86750 -1.53840 -6.90970 0.02 -0.15 0.08
C 0.56850 2.44720 -1.79110 0.00 -0.10 0.27
O 0.63530 2.21350 -0.55890 -0.23 0.13 -0.41
C 1.16630 3.64110 -2.33940 0.27 0.47 -0.22
C 1.05100 3.89640 -3.67240 0.10 0.01 0.60
C 1.88560 4.58660 -1.38650 0.10 0.09 0.12
C 3.05990 3.83470 -0.74230 -0.16 0.02 -0.06
C 0.90610 5.06430 -0.30660 0.00 -0.13 -0.01
C 2.45290 5.82980 -2.07890 -0.12 -0.29 0.04
H 0.94100 2.54350 -7.90740 0.00 0.02 -0.18
H 2.02000 2.26380 -6.53760 0.14 -0.03 0.02
H 0.52180 1.34940 -6.68170 -0.05 -0.17 0.02
H 0.76630 4.96300 -7.44630 -0.03 -0.02 -0.12
H 0.38620 5.56810 -5.84200 0.00 0.16 0.07
H 1.94000 4.77280 -6.15660 0.14 0.06 0.04
H -1.28300 3.74290 -7.54050 -0.03 0.01 -0.14
H -1.70700 2.49190 -6.38030 -0.11 -0.13 0.04
H -1.77540 4.18970 -5.90670 -0.10 0.07 0.06
H -0.84820 1.31530 -4.71860 -0.01 -0.08 -0.09
H -0.30190 -0.58430 -4.69350 0.03 0.05 -0.12
H -3.01850 -3.78350 -4.00480 -0.06 -0.11 0.01
H -4.77360 -4.31930 -2.77020 -0.10 -0.01 -0.13
H -3.36320 -5.35630 -2.47200 0.03 -0.11 -0.12
H -4.64380 -5.23340 -1.27180 -0.05 -0.04 0.07
H -5.10410 -2.22050 -1.34270 -0.12 0.02 -0.05
H -4.96730 -3.24030 0.09940 -0.11 -0.08 0.05
H -3.92310 -1.82700 -0.08720 -0.12 0.03 0.05
H -1.64730 -4.72210 -0.75500 0.07 -0.10 -0.04
H -1.91350 -3.30840 0.27450 0.04 -0.05 0.06
H -2.96210 -4.72050 0.42840 -0.08 -0.12 0.07
H 0.26750 -3.89850 -5.54620 0.07 -0.10 0.07
H 0.13120 -3.38700 -7.23130 0.05 -0.04 -0.13
H 0.66360 -2.24440 -5.99820 0.11 0.12 0.02
H -2.08340 -4.75140 -5.69590 -0.03 -0.14 0.06
H -3.40070 -3.66250 -6.16680 -0.16 -0.05 0.01
H -2.19760 -4.16250 -7.34840 0.03 0.00 -0.09
H -1.19810 -0.68920 -6.81060 0.09 0.18 0.03
H -1.83070 -1.87680 -7.94310 0.03 -0.03 -0.14
H -2.88060 -1.20560 -6.69430 -0.11 0.07 0.00
H 1.48420 4.79950 -4.06080 0.10 0.14 -0.01
H 2.68580 3.00940 -0.14430 0.07 -0.09 0.06
H 3.71950 3.44280 -1.51640 0.09 -0.03 -0.04
H 3.62880 4.50860 -0.10520 0.10 0.11 0.08
H 0.44540 4.21920 0.19260 -0.05 0.08 0.11
H 1.43020 5.66280 0.43520 0.08 0.15 0.08
H 0.12360 5.67180 -0.75590 -0.10 0.12 -0.02
H 3.19200 5.56530 -2.83230 0.10 0.02 -0.14
H 1.66270 6.41690 -2.54080 -0.07 0.11 -0.11
H 2.94070 6.45580 -1.33310 0.03 0.04 0.04
C 5.29510 2.92660 2.10970 0.25 -0.18 -0.01
C 6.32440 2.09630 1.34910 -0.15 -0.08 -0.11
C 6.55260 2.62950 -0.06140 0.06 -0.07 0.19
C 5.92730 0.60840 1.30320 0.86 0.43 0.29
N 4.70520 0.36770 0.59250 -1.38 -0.15 0.18
C 3.43040 0.32790 1.02940 0.41 -0.07 -0.41
N 2.66210 0.03500 0.00910 -0.08 0.05 0.71
N 3.46370 -0.09700 -1.03940 -0.29 -0.16 -0.86
N 4.67090 0.09810 -0.71320 1.36 0.01 -0.25
H 5.62680 3.95810 2.19330 -0.02 0.12 -0.03
H 5.15610 2.54070 3.11680 -0.07 -0.03 0.18
H 4.33680 2.91870 1.59880 -0.15 0.07 -0.06
H 7.27460 2.13340 1.89160 -0.03 -0.07 0.02
H 5.62910 2.62380 -0.63240 -0.09 0.02 -0.08
H 7.27620 2.01130 -0.58700 0.10 -0.02 -0.13
H 6.92730 3.64940 -0.02950 0.02 0.11 0.00
H 5.80950 0.22380 2.32020 0.02 -0.06 -0.16
H 6.70700 0.04720 0.78080 -0.13 -0.05 0.17
H 3.10090 0.49900 2.03150 0.00 0.05 0.33
```
Positions in Å, forces in eV/Å.

The value obtained for the gap between HOMO and LUMO (spin up / spin down) is 5.56 / 5.52 eV.

DFT (ωB97M-V/def2-TZVPD) results for the molecule C5H7N3S.

```
16
Properties=species:S:1:pos:R:3:forces:R:3
C -3.62548 -0.22190 -0.03347 0.21 -1.37 -2.98
C -2.40405 -0.50152 0.53194 -2.65 1.05 -4.54
C -1.18084 -0.74368 -0.31748 0.61 -4.10 1.32
C -0.25425 1.57489 -0.11098 -2.01 2.86 -0.36
C 1.20078 -0.04951 -0.05379 1.80 -0.64 1.26
H -3.92777 -0.29189 -1.22600 1.75 0.26 2.82
H -4.61832 -0.14364 0.40622 0.67 0.22 1.04
H -2.39924 -0.44147 1.53915 0.63 -0.05 3.27
H -0.66194 -1.92941 -0.05986 -1.28 3.77 -0.43
H -1.52011 -0.91055 -1.34268 0.46 0.71 -0.13
H -1.25763 2.16588 -0.25100 2.26 -1.55 0.39
H 2.89801 1.25954 0.35727 -4.21 0.34 -1.08
N -0.11996 0.23305 -0.10590 -0.76 -1.10 -1.00
N 0.89376 2.16872 0.01466 -1.24 1.90 0.25
N 1.77622 1.20906 0.10378 4.21 -3.60 0.38
S 1.95125 -1.58337 0.02449 -0.45 1.31 -0.22
```
Positions in Å, forces in eV/Å.

The value obtained for the gap between HOMO and LUMO is 8.79 eV. Its SMILES is C=CCn1cn[nH]c1=S.

It is found that the electronic energy values, taken in the order of the records, are -14739.472, -86391.718, -20601.218 eV.
It is found that the strongest force on any atom values, taken in the order of the records, are 3.547, 2.035, 5.553 eV/Å.
It is found that the relative energy (zero: lowest compared OMol25 entry of this formula, charge and spin) values, taken in the order of the records, are 50.8, 57.8, 169.8 kJ/mol.